Record 1
Formula: C27H71N9O14V
Source: the Open Molecules 2025 dataset
Level of theory: the ωB97M-V functional and the def2-TZVPD basis

XYZ file:
```
122
Properties=species:S:1:pos:R:3
V 12.929 -11.779 22.083
N 15.832 -10.525 20.877
O 14.882 -10.879 21.576
O 15.713 -10.681 19.653
O 16.857 -10.229 21.511
C 12.444 -9.027 24.272
O 12.622 -10.045 23.307
H 12.887 -9.371 25.207
H 12.866 -8.056 24.014
H 11.397 -8.871 24.530
C 10.550 -3.864 20.661
O 11.829 -4.257 21.245
C 11.885 -5.687 21.214
C 13.224 -6.184 21.796
N 14.310 -5.923 20.822
C 15.446 -6.829 21.031
C 16.412 -6.406 22.216
O 15.978 -6.602 23.552
C 16.212 -7.891 23.946
H 9.605 -3.972 21.192
H 10.434 -4.232 19.641
H 10.573 -2.788 20.490
H 11.827 -5.938 20.154
H 11.085 -6.212 21.737
H 13.133 -7.242 22.040
H 13.471 -5.705 22.744
H 13.964 -6.039 19.880
H 15.995 -6.710 20.098
H 15.212 -7.893 21.019
H 16.608 -5.349 22.034
H 17.368 -6.903 22.051
H 15.757 -8.658 23.319
H 15.786 -8.046 24.937
H 17.269 -8.155 23.918
C 19.832 -8.998 18.824
O 19.263 -8.125 17.852
C 17.871 -8.241 17.621
C 17.211 -6.894 17.287
N 17.977 -6.242 16.182
C 17.680 -4.855 16.008
C 18.756 -4.216 15.072
O 20.083 -4.211 15.672
C 21.099 -3.974 14.704
H 20.896 -8.774 18.902
H 19.838 -10.051 18.545
H 19.362 -8.942 19.805
H 17.336 -8.551 18.519
H 17.652 -8.985 16.855
H 17.243 -6.310 18.207
H 16.164 -6.932 16.986
H 18.973 -6.343 16.316
H 17.662 -4.224 16.897
H 16.751 -4.711 15.457
H 18.538 -3.190 14.775
H 18.747 -4.817 14.163
H 21.262 -4.769 13.976
H 22.048 -3.827 15.220
H 20.840 -3.098 14.110
C 19.679 -14.900 31.816
O 19.924 -15.149 30.478
C 20.321 -13.975 29.791
C 20.184 -14.096 28.265
N 18.833 -13.917 27.784
C 18.613 -14.176 26.374
C 17.552 -13.249 25.769
O 17.888 -11.888 25.861
C 16.833 -11.020 25.421
H 19.377 -15.739 32.443
H 18.886 -14.152 31.840
H 20.487 -14.346 32.294
H 21.356 -13.712 30.013
H 19.683 -13.108 29.963
H 20.493 -15.120 28.056
H 20.883 -13.409 27.789
H 18.512 -12.973 27.945
H 18.349 -15.219 26.199
H 19.557 -14.183 25.829
H 16.619 -13.412 26.308
H 17.531 -13.568 24.727
H 16.746 -11.056 24.335
H 17.098 -9.989 25.656
H 15.881 -11.281 25.882
C 6.876 -13.911 22.932
O 8.051 -13.144 23.053
C 8.298 -12.215 22.041
C 9.684 -11.572 22.188
N 10.860 -12.468 22.107
C 10.829 -13.182 20.793
C 12.091 -13.876 20.402
O 13.313 -13.241 20.606
C 14.396 -14.083 20.074
H 5.961 -13.325 22.841
H 6.903 -14.489 23.856
H 6.923 -14.483 22.006
H 7.614 -11.367 22.006
H 8.215 -12.724 21.081
H 9.727 -11.105 23.172
H 9.689 -10.785 21.433
H 10.429 -13.153 22.712
H 10.512 -12.575 19.945
H 10.092 -13.982 20.869
H 11.966 -14.116 19.346
H 12.123 -14.848 20.894
H 14.558 -14.932 20.737
H 15.284 -13.455 20.146
H 14.232 -14.362 19.033
C 12.369 -9.531 19.837
O 12.359 -10.626 20.410
N 11.484 -8.613 20.016
N 13.066 -9.247 18.766
H 11.351 -7.943 19.272
H 10.916 -8.684 20.848
H 13.080 -8.368 18.269
H 13.777 -9.933 18.558
C 14.082 -11.572 16.445
O 13.786 -12.459 17.211
N 13.736 -11.495 15.168
N 14.864 -10.624 16.766
H 14.114 -10.678 14.710
H 13.379 -12.306 14.683
H 15.307 -10.657 17.673
H 15.333 -10.075 16.060
```

Net charge: 0
<S²>: 3.754
Highest occupied orbital energy (spin up / spin down): -7.0767 / -7.5836 eV
Kohn-Sham gap (spin up / spin down): 7.1 / 7.5 eV
Multiplicity: 4

=====

Record 2
Formula: C14H13F3N5RhS6
Source: the Open Molecules 2025 dataset
Level of theory: the ωB97M-V functional and the def2-TZVPD basis

XYZ file:
```
42
Properties=species:S:1:pos:R:3
Rh -1.453 -0.323 -0.914
S -7.671 3.307 -0.636
C -6.240 2.497 -0.737
S -6.150 0.795 -1.119
C -4.417 0.665 -1.024
C -3.733 1.816 -0.667
S -2.040 1.882 -0.563
S -4.701 3.231 -0.368
S -3.647 -0.803 -1.393
F -0.579 -5.893 2.113
C -0.865 -4.582 2.010
F -2.092 -4.407 2.545
F 0.009 -3.931 2.816
C -0.781 -4.115 0.587
C -0.443 -5.015 -0.458
C -0.377 -4.510 -1.768
C -0.622 -3.177 -2.026
N -0.936 -2.311 -1.018
C -1.024 -2.786 0.273
S -1.466 -1.547 1.376
H -0.246 -6.054 -0.247
H -0.126 -5.168 -2.588
H -0.570 -2.765 -3.024
C 2.136 3.671 1.344
C 3.442 3.044 0.861
C 3.802 3.527 -0.542
C 3.392 1.510 0.931
N 2.344 0.941 0.104
C 1.077 0.670 0.421
N 0.505 0.177 -0.656
N 1.437 0.141 -1.623
N 2.543 0.595 -1.177
H 2.240 4.755 1.392
H 1.865 3.315 2.341
H 1.314 3.451 0.660
H 4.242 3.337 1.548
H 3.005 3.297 -1.252
H 4.719 3.057 -0.900
H 3.948 4.607 -0.539
H 3.214 1.185 1.956
H 4.334 1.089 0.582
H 0.610 0.826 1.377
```

Net charge: 0
<S²>: 6.041
Highest occupied orbital energy (spin up / spin down): -5.1020 / -8.6566 eV
Kohn-Sham gap (spin up / spin down): 4.7 / 5.8 eV
Multiplicity: 5

=====

Record 3
Formula: C7H14AgF12N8O12S4
Source: the Open Molecules 2025 dataset
Level of theory: the ωB97M-V functional and the def2-TZVPD basis

XYZ file:
```
58
Properties=species:S:1:pos:R:3
Ag 0.099 0.308 0.189
C 1.485 0.040 4.204
F 0.316 0.654 4.044
F 2.341 0.933 4.691
F 1.352 -0.931 5.075
S 2.209 -0.639 2.581
O 2.768 0.467 1.834
O 3.137 -1.672 2.923
N 0.821 -1.095 1.698
S 0.293 -2.537 2.164
O 0.562 -3.011 3.500
O -1.109 -2.664 1.759
C 1.259 -3.733 1.021
F 1.599 -3.058 -0.105
F 2.390 -4.132 1.570
F 0.499 -4.755 0.647
C -0.203 4.612 -0.778
F -0.501 5.462 -1.749
F 0.603 5.153 0.122
F -1.328 4.278 -0.137
S 0.654 3.078 -1.580
O 0.718 3.342 -2.995
O 1.922 2.935 -0.900
N -0.433 1.806 -1.260
S -1.673 1.825 -2.283
O -2.683 0.841 -1.880
O -2.245 3.131 -2.528
C -1.017 1.015 -3.918
F -1.999 0.230 -4.337
F -0.817 1.927 -4.860
F 0.075 0.316 -3.706
O 0.505 2.164 1.716
H 1.253 2.764 1.589
H 0.223 2.303 2.623
C 3.188 -0.068 -1.111
O 1.954 -0.109 -1.016
N 3.829 0.916 -1.806
N 3.978 -1.122 -0.782
H 3.267 1.758 -1.827
H 4.823 0.887 -1.900
H 3.670 -1.929 -0.275
H 4.954 -0.933 -0.899
C -3.258 0.166 1.376
O -2.102 0.239 0.957
N -4.289 0.405 0.517
N -3.609 -0.175 2.630
H -4.075 0.662 -0.436
H -5.179 0.554 0.954
H -2.913 -0.049 3.344
H -4.584 -0.220 2.852
C -1.367 -2.460 -1.448
O -0.702 -1.603 -0.851
N -2.311 -3.188 -0.847
N -1.144 -2.666 -2.772
H -2.489 -2.957 0.119
H -2.843 -3.836 -1.393
H -0.199 -2.356 -2.952
H -1.670 -3.272 -3.369
```

Net charge: 0
<S²>: 0.752
Highest occupied orbital energy (spin up / spin down): -10.1721 / -10.1812 eV
Kohn-Sham gap (spin up / spin down): 10.5 / 7.2 eV
Multiplicity: 2

=====

Record 4
Formula: C6H11NO2
Source: the Open Molecules 2025 dataset
Level of theory: the ωB97M-V functional and the def2-TZVPD basis

XYZ file:
```
20
Properties=species:S:1:pos:R:3
C 1.348 1.508 0.402
C 0.133 0.885 1.007
O 0.006 0.621 2.176
C -1.004 0.622 0.015
N -1.198 1.827 -0.784
C -0.754 -0.544 -0.933
O 0.493 -0.793 -1.499
C -0.015 -1.780 -0.646
C 0.706 -2.087 0.641
H 1.690 0.886 -0.425
H 1.072 2.471 -0.023
H 2.130 1.631 1.148
H -1.898 0.345 0.610
H -1.571 2.572 -0.206
H -1.856 1.656 -1.539
H -1.576 -0.636 -1.648
H -0.367 -2.668 -1.174
H -0.011 -2.302 1.432
H 1.330 -1.253 0.950
H 1.341 -2.962 0.494
```

Net charge: 0
SMILES: CC(=O)[C@@H](N)[C@H]1O[C@H]1C
Highest occupied orbital energy: -9.5052 eV
Kohn-Sham gap: 10.4 eV

=====

Record 5
Formula: C7H8N2O
Source: the Open Molecules 2025 dataset
Level of theory: the ωB97M-V functional and the def2-TZVPD basis

XYZ file:
```
18
Properties=species:S:1:pos:R:3
C 2.155 1.048 -0.506
N 1.503 -0.263 -0.358
N 2.175 -1.261 0.270
O 3.191 -0.785 0.888
C 0.061 -0.226 -0.117
C -0.551 -1.459 -0.316
C -2.006 -1.486 -0.153
C -2.616 -0.320 0.272
C -1.939 0.950 0.480
C -0.592 0.934 0.234
H 3.190 0.740 -0.833
H 1.551 1.754 -1.219
H 2.269 1.657 0.273
H 0.198 -2.348 -0.462
H -2.522 -2.313 -0.250
H -3.695 -0.289 0.576
H -2.295 1.782 0.812
H -0.079 1.884 0.410
```

Net charge: 0
SMILES: CN(N=O)c1ccccc1
Highest occupied orbital energy: -8.8992 eV
Kohn-Sham gap: 9.1 eV

=====

Record 6
Formula: C3H6N5
Source: the Open Molecules 2025 dataset
Level of theory: the ωB97M-V functional and the def2-TZVPD basis

XYZ file:
```
14
Properties=species:S:1:pos:R:3
N -2.727 -0.051 -0.237
C -1.491 -0.019 -0.469
N -0.458 0.058 0.563
N 0.837 0.045 0.263
C 1.616 -0.960 -0.319
N 2.822 -0.525 -0.443
N 2.957 0.673 0.050
C 1.776 1.109 0.443
H -3.322 -0.352 -0.948
H -2.998 -0.242 0.671
H -1.120 0.197 -1.458
H -0.830 -0.078 1.508
H 1.335 -1.872 -0.713
H 1.602 2.017 1.089
```

Net charge: +1
SMILES: N/C=[NH+]/n1cnnc1
Highest occupied orbital energy: -13.2367 eV
Kohn-Sham gap: 8.0 eV

=====

Record 7
Formula: C2H8InO2
Source: the Open Molecules 2025 dataset
Level of theory: the ωB97M-V functional and the def2-TZVPD basis

XYZ file:
```
13
Properties=species:S:1:pos:R:3
In 1.722 -1.880 -0.787
C 2.061 1.403 1.744
O 1.241 0.566 0.928
H 3.062 0.977 1.804
H 2.061 2.432 1.332
H 1.613 1.383 2.782
H 0.379 1.052 0.897
C -2.121 -0.787 -1.729
O -1.164 -1.282 -0.829
H -3.058 -0.577 -1.161
H -1.819 0.136 -2.236
H -2.332 -1.537 -2.541
H -1.644 -1.885 -0.203
```

Net charge: +3
Highest occupied orbital energy: -23.8263 eV
Kohn-Sham gap: 3.4 eV

=====

Record 8
Formula: C4H4S2
Source: the Open Molecules 2025 dataset
Level of theory: the ωB97M-V functional and the def2-TZVPD basis

XYZ file:
```
10
Properties=species:S:1:pos:R:3
C 1.991 0.931 0.913
C 1.234 0.609 0.029
C -0.464 0.635 -1.447
C -1.049 -1.100 0.562
S -0.215 1.656 -2.661
S -1.654 -0.437 -1.029
H 2.927 1.354 1.190
H -0.967 -0.113 1.023
H -0.040 -1.665 0.660
H -1.763 -1.870 0.760
```

Net charge: 0
Highest occupied orbital energy: -9.3582 eV
Kohn-Sham gap: 8.5 eV

=====

Copy entry 8 word for word.
Formula: C4H4S2
Source: the Open Molecules 2025 dataset
Level of theory: the ωB97M-V functional and the def2-TZVPD basis

XYZ file:
```
10
Properties=species:S:1:pos:R:3
C 1.991 0.931 0.913
C 1.234 0.609 0.029
C -0.464 0.635 -1.447
C -1.049 -1.100 0.562
S -0.215 1.656 -2.661
S -1.654 -0.437 -1.029
H 2.927 1.354 1.190
H -0.967 -0.113 1.023
H -0.040 -1.665 0.660
H -1.763 -1.870 0.760
```

Net charge: 0
Highest occupied orbital energy: -9.3582 eV
Kohn-Sham gap: 8.5 eV

=====

> Which formula does entry 7 have?

C2H8InO2

=====

> The highest net charge belongs to which entry?

C2H8InO2